Record 1
C46H44FN2O8Zr | the ωB97M-V functional and the def2-TZVPD basis

The geometry in XYZ format:
```
102
Properties=species:S:1:pos:R:3:forces:R:3
Zr -0.235836 0.888717 0.031733 -0.682 0.777 0.395
C -1.632527 5.689508 0.149601 0.031 -0.029 -0.015
C -1.661599 4.412301 -0.644760 0.109 0.094 0.053
C -2.790929 3.612651 -0.681731 -0.141 -0.097 0.046
C -2.828096 2.421409 -1.415591 -0.045 0.021 0.094
C -4.107301 1.637246 -1.546621 -0.027 0.004 0.031
C -1.684183 2.030747 -2.109529 -0.053 0.295 -0.173
C -0.528080 2.838829 -2.117344 0.039 0.076 -0.452
C 0.595441 2.560995 -3.095972 -0.151 0.052 0.056
C -0.536294 4.007797 -1.369844 0.036 0.138 0.142
H -0.969516 5.584938 1.014362 -0.046 -0.012 -0.063
H -2.626035 5.964375 0.506343 0.053 -0.030 -0.025
H -1.248493 6.513342 -0.455053 -0.017 -0.037 0.033
H -3.687514 3.936666 -0.158426 0.043 -0.013 -0.047
H -4.904929 2.067205 -0.939263 0.037 -0.023 -0.031
H -3.988267 0.588277 -1.263195 -0.003 0.056 -0.009
H -4.440594 1.647967 -2.586265 -0.008 -0.012 0.033
H -1.734591 1.195473 -2.795258 0.038 -0.185 0.054
H 1.204757 1.706542 -2.818329 0.038 -0.105 0.068
H 1.242838 3.431232 -3.186767 -0.001 0.002 0.004
H 0.171922 2.342931 -4.077166 0.004 0.015 0.000
H 0.333765 4.657622 -1.394285 -0.036 -0.037 0.005
C 2.645467 -4.979675 0.021910 -0.008 -0.093 0.042
C 3.004357 -3.671260 -0.641868 -0.108 0.111 -0.009
C 4.275376 -3.724680 -1.450912 0.120 -0.041 -0.094
O 3.145389 -2.638214 0.340133 0.004 -0.001 -0.059
C 1.950300 -1.888739 0.333054 -0.041 0.134 -0.061
C 1.601369 -1.922210 -1.164540 -0.054 -0.023 0.090
O 1.902110 -3.268225 -1.476150 -0.027 0.021 0.094
C 0.180032 -1.521868 -1.625286 -0.037 -0.333 -0.056
O 0.180626 -0.087614 -1.522016 0.407 -1.330 -1.103
C -0.028327 -1.895907 -3.091402 0.097 0.158 -0.022
C -1.033829 -2.745668 -3.532756 -0.023 -0.021 -0.027
C -1.170375 -3.028703 -4.890757 0.038 0.036 0.046
C -0.307469 -2.459831 -5.814818 -0.018 -0.017 0.036
C 0.694291 -1.597969 -5.379040 -0.012 0.006 0.028
C 0.829198 -1.318679 -4.028613 0.021 -0.015 -0.075
C -0.915005 -2.080970 -0.712568 0.002 0.080 -0.307
C -1.972387 -1.273141 -0.303751 0.334 -0.166 -0.157
C -2.952089 -1.740981 0.567207 -0.123 0.123 -0.026
C -2.901266 -3.045609 1.007223 0.034 -0.158 0.059
C -1.881078 -3.883932 0.556627 -0.060 -0.011 0.032
C -0.900625 -3.412684 -0.298746 -0.021 -0.018 0.104
C 2.146759 -0.532616 1.044665 0.235 0.010 0.064
O 0.810904 -0.048735 1.272996 0.927 -0.524 0.159
C 2.885744 0.486149 0.179615 -0.081 0.028 0.159
C 4.064404 0.135209 -0.472255 0.052 0.046 -0.116
C 4.721728 1.055146 -1.273121 0.017 0.059 -0.044
C 4.228807 2.348920 -1.426902 0.136 -0.069 -0.071
C 3.078589 2.717120 -0.761060 -0.122 0.141 0.014
C 2.408534 1.792527 0.035617 0.082 -0.274 0.031
C 2.808875 -0.748614 2.404912 -0.185 0.072 0.040
C 4.056669 -0.239114 2.733570 0.078 -0.020 0.016
C 4.588805 -0.447907 4.002799 -0.026 -0.024 -0.001
C 3.874144 -1.161529 4.951694 -0.039 0.002 -0.029
C 2.619817 -1.671046 4.628164 0.048 0.028 -0.018
C 2.091406 -1.462384 3.364923 0.027 -0.040 -0.005
H 3.500160 -5.359938 0.583875 -0.062 0.017 -0.035
H 2.362203 -5.711546 -0.736147 0.017 0.009 0.045
H 1.810867 -4.836145 0.712691 0.051 -0.009 -0.065
H 5.129504 -3.879878 -0.788766 -0.046 0.002 -0.054
H 4.409968 -2.788825 -1.998913 -0.009 -0.065 0.045
H 4.224916 -4.546144 -2.167144 0.028 0.052 0.031
H 1.172339 -2.399964 0.901888 -0.105 -0.111 0.082
H 2.273069 -1.249636 -1.700427 0.111 0.055 -0.081
H -1.723101 -3.197821 -2.828730 0.055 0.030 -0.035
H -1.958532 -3.695469 -5.220959 0.054 0.037 0.025
H -0.411666 -2.685587 -6.870272 0.000 0.027 0.087
H 1.370665 -1.143707 -6.094266 -0.038 -0.036 0.044
H 1.609412 -0.638852 -3.699545 -0.059 -0.043 -0.032
H -2.093232 -0.289750 -0.759736 -0.208 -0.047 -0.095
H -3.759559 -1.091081 0.882879 0.052 0.014 -0.010
H -3.657864 -3.418924 1.686850 0.046 0.000 -0.058
H -1.856701 -4.919969 0.874863 -0.002 0.063 -0.007
H -0.120722 -4.071140 -0.655385 -0.002 0.017 0.023
H 4.463493 -0.861550 -0.340677 -0.006 0.030 -0.018
H 5.637500 0.765203 -1.775402 -0.048 0.017 0.023
H 4.754448 3.065432 -2.045673 -0.009 -0.040 0.030
H 2.709744 3.734106 -0.831051 -0.006 -0.059 0.003
H 1.597829 2.161789 0.662003 0.162 0.153 0.211
H 4.633211 0.323322 2.009220 -0.047 -0.013 0.061
H 5.564949 -0.044771 4.247043 -0.066 -0.025 -0.022
H 4.286570 -1.316227 5.941960 -0.025 -0.002 -0.070
H 2.052451 -2.228892 5.363462 0.026 0.032 -0.027
H 1.106500 -1.849201 3.125372 0.038 0.035 0.018
F -6.343592 0.675771 1.740511 -0.101 -0.070 -0.105
C -5.526004 1.159408 2.673400 -0.152 -0.026 0.142
C -4.367738 1.710664 2.340641 0.395 0.308 -0.120
N -3.483633 2.207731 3.289793 -0.094 -0.091 0.119
C -2.220655 2.813281 2.929009 -0.308 -0.041 0.030
C -1.475088 2.093224 1.861280 0.162 -0.183 -0.102
O -1.823681 0.932564 1.434926 -0.424 0.710 0.551
O -0.455747 2.643143 1.352560 -0.294 0.424 0.347
C -3.803146 2.206265 4.648714 0.068 0.045 0.046
O -3.069372 2.667633 5.496450 -0.145 -0.140 -0.290
N -5.025683 1.640857 4.938333 -0.032 -0.067 -0.165
C -5.952244 1.051140 4.065792 0.061 -0.041 0.252
O -6.959115 0.526703 4.461851 0.022 0.076 -0.041
H -4.073624 1.778056 1.301381 0.025 0.037 0.120
H -1.590062 2.812543 3.816915 0.061 0.041 0.141
H -2.324509 3.856833 2.626776 -0.016 0.065 -0.074
H -5.269741 1.625976 5.917453 -0.018 -0.020 0.098
```
Forces are in eV/Å.

E: -71774.4160 eV
LUMO: -3.2 eV
Kohn-Sham gap: 0.3035 Eh
multiplicity: 1
charge: +1



Record 2
C46H44GeI2N4O5PPb | the ωB97M-V functional and the def2-TZVPD basis

The geometry in XYZ format:
```
104
Properties=species:S:1:pos:R:3:forces:R:3
Pb 6.693296 -12.657345 18.640214 -0.157 0.725 0.404
I -0.583782 -14.418376 22.546788 0.027 0.004 -0.063
C 1.107520 -14.336101 21.324736 0.514 0.464 -1.126
C 1.295969 -15.304951 20.307338 -0.705 0.574 0.897
C 2.414624 -15.270051 19.520866 0.511 1.590 0.516
I 2.572411 -16.599964 17.968662 0.308 -0.575 -0.245
C 3.429483 -14.206013 19.630038 -2.344 -0.701 1.282
O 4.419107 -14.221399 18.871839 2.308 0.455 -1.077
C 3.155310 -13.196754 20.623821 -0.500 -0.213 0.289
C 4.046243 -11.983711 20.813211 -0.486 0.560 -0.743
N 5.506656 -12.265161 20.961931 -0.502 -0.766 0.965
C 5.719775 -13.202457 22.110504 -0.061 0.622 -0.953
C 7.015524 -13.966534 22.062663 -0.561 -0.908 1.226
C 7.215992 -14.838954 23.137873 1.119 -0.071 0.135
C 8.431892 -15.538088 23.194608 -1.241 -0.076 0.771
C 9.291123 -15.467257 22.137083 0.899 0.177 -1.353
C 9.018289 -14.545911 21.120252 -0.030 -0.931 -0.177
N 7.888779 -13.852738 21.083670 -0.493 0.947 -0.486
C 1.972701 -13.234302 21.391269 0.110 -1.524 0.046
H 0.476686 -15.996072 20.118597 0.404 -0.176 0.097
H 3.708974 -11.440811 21.727232 -0.007 -0.188 -0.695
H 3.835141 -11.338368 19.900595 0.793 -0.323 1.018
H 5.958358 -11.394621 21.208673 0.106 0.287 -0.020
H 4.901619 -13.924022 22.087549 -0.021 0.018 0.020
H 5.676907 -12.689543 23.085687 -0.124 0.024 -0.283
H 6.462663 -14.963109 23.914200 0.209 0.198 -0.105
H 8.706236 -16.141225 24.058554 -0.364 -0.111 -0.205
H 10.119257 -16.177772 22.022630 -0.057 0.704 0.307
H 9.656967 -14.380279 20.260297 0.209 -0.069 0.126
H 1.716991 -12.470845 22.117145 0.362 0.169 -0.069
O 11.026097 -12.266381 19.755736 -0.719 0.215 -0.550
C 10.063502 -11.840929 19.117868 -0.616 -1.377 0.304
O 9.025767 -12.603596 18.747832 1.579 1.216 0.078
C 10.027557 -10.351192 18.753829 -0.102 -0.112 -0.151
P 8.302278 -9.668208 18.708017 0.283 -1.046 0.544
C 8.627842 -8.316402 17.612308 -0.896 -0.625 -1.439
C 8.190525 -8.486957 16.276554 0.651 0.883 0.167
C 8.336914 -7.437001 15.381988 -0.851 -0.369 -0.364
C 8.753627 -6.199718 15.840145 0.784 0.270 0.349
C 9.259478 -6.060701 17.130165 -0.263 -0.937 0.089
C 9.250480 -7.168593 17.999545 0.707 1.824 0.479
C 8.212725 -8.908578 20.367987 0.194 -0.670 0.311
C 8.595266 -9.670887 21.484915 -0.681 0.331 0.188
C 8.367859 -9.180329 22.775120 0.660 -0.271 -0.726
C 8.021088 -7.858494 22.983122 -0.116 0.366 -1.062
C 7.746518 -7.063816 21.869371 -0.542 -0.626 -0.464
C 7.700254 -7.647444 20.590898 0.234 0.803 0.811
H 10.447643 -10.202596 17.731999 -0.271 -0.231 0.677
H 10.631500 -9.766238 19.472981 -0.131 -0.400 -0.419
H 7.800466 -9.412935 15.883776 -0.203 -0.289 0.381
H 7.988456 -7.584427 14.348608 0.292 0.224 0.497
H 8.788658 -5.345645 15.185224 -0.116 0.120 -0.201
H 9.619686 -5.110919 17.476244 0.237 0.261 0.029
H 9.706885 -7.089152 19.014435 -0.555 0.026 -0.945
H 9.009192 -10.665273 21.373130 -0.008 -0.097 -0.077
H 8.572613 -9.845162 23.586448 0.120 -0.156 0.549
H 7.965960 -7.429868 23.956803 -0.014 0.105 0.616
H 7.486748 -6.015333 21.955754 -0.062 -0.080 0.195
H 7.339805 -7.061308 19.764804 0.000 0.218 -0.201
C 8.107841 -15.345765 13.851604 -0.661 0.090 0.233
O 7.897154 -13.991172 14.406223 0.131 -2.192 -0.618
C 7.352573 -13.895090 15.613346 0.588 1.881 0.841
O 7.045195 -12.737732 15.972444 0.234 -2.715 0.114
N 7.338483 -15.040928 16.377075 -0.471 -0.956 -0.009
N 6.875480 -14.964733 17.735894 0.825 -1.556 -0.172
H 8.680580 -15.198541 12.952572 0.123 0.126 -0.229
H 7.126645 -15.802347 13.594673 0.564 0.401 0.176
H 8.665052 -16.062914 14.498247 -0.145 0.875 -0.267
H 7.624463 -15.983055 15.975364 -0.785 2.056 0.954
H 7.551926 -15.494140 18.322065 -0.349 0.693 -0.507
H 5.953383 -15.412144 17.921562 0.202 0.564 -0.656
C 5.071986 -11.106059 14.207742 0.336 0.826 -0.540
Ge 4.431146 -11.412425 16.011640 -2.422 0.633 0.028
C 2.773646 -12.523325 15.832704 -0.028 -0.699 0.416
C 2.844372 -13.878950 15.474998 1.587 0.757 -0.179
C 1.760059 -14.648025 15.148176 -0.238 -0.489 -0.044
C 0.505683 -14.083560 15.258417 -0.042 0.552 -0.166
C 0.377021 -12.776916 15.744205 -0.007 -0.780 -0.631
C 1.483698 -12.010134 16.031409 0.576 0.376 0.639
C 3.664890 -9.622174 16.545000 0.690 0.919 0.840
C 4.236735 -9.044265 17.693283 -0.437 -0.123 -1.271
C 4.061775 -7.702979 18.070835 -0.988 0.845 -1.182
C 3.221521 -6.886688 17.304229 1.068 -1.492 0.423
C 2.562569 -7.418853 16.163181 -1.196 -0.393 0.009
C 1.519977 -6.666048 15.503675 0.803 -0.570 -0.258
C 0.885049 -7.148383 14.384348 0.209 0.149 0.896
C 1.237253 -8.409576 13.886651 0.652 -0.504 -0.484
C 2.139633 -9.215594 14.562343 -0.615 -0.035 -0.871
C 2.773263 -8.784602 15.752817 0.813 0.217 0.715
H 4.637387 -10.165562 13.774535 0.230 -0.930 0.460
H 4.886484 -11.956819 13.551700 0.041 0.049 0.028
H 6.140424 -10.949098 14.319442 0.226 -0.054 -0.358
H 3.834572 -14.334059 15.409026 -0.116 0.026 -0.018
H 1.926632 -15.688045 14.843591 -0.294 0.468 0.059
H -0.352950 -14.619812 14.902261 -0.384 -0.203 0.171
H -0.595445 -12.339515 15.810273 -0.508 0.165 0.208
H 1.331413 -11.022718 16.475835 0.137 -0.201 -0.369
H 4.955496 -9.575378 18.287626 0.205 -0.603 0.140
H 4.650158 -7.332528 18.903163 -0.263 0.180 0.020
H 3.109963 -5.850233 17.533966 -0.194 0.529 0.190
H 1.280354 -5.695886 15.896754 -0.111 0.315 0.126
H 0.074064 -6.609902 13.917122 0.093 0.247 -0.070
H 0.849145 -8.672078 12.889000 0.083 -0.311 0.753
H 2.338841 -10.211404 14.151157 0.019 0.402 0.296
```
Forces are in eV/Å.

E: -151865.6711 eV
LUMO (spin up / spin down): -0.2 / -1.2 eV
Kohn-Sham gap (spin up / spin down): 0.2407 / 0.2053 Eh
multiplicity: 2
charge: 0
ΔE to the lowest compared entry with this formula, charge and spin: 148.7 kJ/mol



Number 1: largest force on an atom 1.78 eV/Å. Number 2: largest force on an atom 2.76 eV/Å.